[1]
The following is a DFT calculation (ωB97M-V/def2-TZVPD) of a molecular structure, C52H49AsMnN2OP2S6Si.

Structure (ORCA input):
```
! RIJCOSX wB97M-V def2-TZVPD def2/J DEFGRID3
* xyz -2 6
Mn 0.191 0.927 -0.130
C -5.010 4.439 3.003
Si -4.306 3.057 1.904
C -4.964 3.333 0.158
C -4.954 1.434 2.638
C -2.437 3.223 1.914
C -1.763 4.323 2.430
C -0.385 4.435 2.317
C 0.308 3.448 1.653
N -0.309 2.388 1.128
C -1.647 2.266 1.247
S -2.267 0.843 0.461
H -6.097 4.345 3.080
H -4.786 5.424 2.590
H -4.606 4.393 4.018
H -6.056 3.292 0.119
H -4.563 2.574 -0.515
H -4.643 4.306 -0.219
H -6.045 1.451 2.723
H -4.546 1.252 3.636
H -4.672 0.595 2.007
H -2.318 5.119 2.917
H 0.142 5.296 2.704
H 1.382 3.490 1.515
S 1.168 3.981 -4.207
As 1.330 4.232 -2.097
S 1.645 2.188 -1.223
S -0.420 5.111 -1.248
S 3.125 5.247 -1.527
C -1.673 -6.178 -0.027
C -1.909 -4.667 -0.106
C -3.428 -4.409 -0.202
C -1.370 -3.962 1.133
C -1.332 -4.552 2.392
C -0.793 -3.875 3.476
C -0.273 -2.603 3.326
C -0.329 -1.959 2.092
P 0.719 -0.468 1.739
C 2.259 -1.453 1.812
C 3.005 -1.757 2.949
C 4.045 -2.668 2.873
C 4.337 -3.316 1.679
C 3.593 -3.026 0.544
C 2.571 -2.097 0.612
C 0.484 0.365 3.352
C 1.502 0.985 4.074
C 1.206 1.734 5.205
C -0.106 1.884 5.623
C -1.126 1.274 4.907
C -0.838 0.527 3.778
C -0.900 -2.659 1.028
O -0.933 -1.989 -0.158
C -0.842 -2.735 -1.296
C -0.290 -2.060 -2.390
C -0.081 -2.783 -3.561
C -0.466 -4.114 -3.626
C -1.053 -4.740 -2.538
C -1.237 -4.065 -1.333
P 0.104 -0.280 -2.127
C -1.340 0.509 -2.962
C -2.213 -0.198 -3.790
C -3.299 0.440 -4.373
C -3.514 1.794 -4.159
C -2.652 2.507 -3.339
C -1.594 1.861 -2.726
C 1.405 -0.123 -3.409
C 1.147 0.313 -4.701
C 2.176 0.392 -5.629
C 3.461 0.014 -5.283
C 3.725 -0.427 -3.992
C 2.706 -0.482 -3.058
H -2.196 -6.601 0.831
H -0.609 -6.404 0.063
H -2.066 -6.672 -0.915
H -3.929 -4.790 0.691
H -3.841 -4.912 -1.079
H -3.628 -3.340 -0.283
H -1.718 -5.550 2.542
H -0.755 -4.361 4.444
H 0.192 -2.096 4.161
H 2.783 -1.272 3.890
H 4.631 -2.883 3.759
H 5.137 -4.045 1.635
H 3.811 -3.522 -0.395
H 1.989 -1.851 -0.272
H 2.525 0.903 3.739
H 2.012 2.220 5.741
H -0.341 2.489 6.490
H -2.158 1.392 5.217
H -1.642 0.080 3.205
H 0.380 -2.293 -4.409
H -0.325 -4.670 -4.546
H -1.377 -5.768 -2.639
H -2.051 -1.250 -3.981
H -3.981 -0.127 -4.997
H -4.357 2.290 -4.626
H -2.793 3.565 -3.160
H -0.961 2.442 -2.066
H 0.148 0.621 -4.981
H 1.969 0.769 -6.623
H 4.263 0.080 -6.009
H 4.732 -0.698 -3.706
H 2.925 -0.770 -2.035
S 3.527 1.745 1.557
C 4.534 1.643 0.217
N 4.601 2.701 -0.644
C 5.378 2.714 -1.738
C 6.199 1.664 -2.024
C 6.170 0.538 -1.177
C 5.349 0.528 -0.079
H 3.926 3.485 -0.534
H 5.289 3.600 -2.353
H 6.838 1.691 -2.894
H 6.778 -0.330 -1.404
H 5.290 -0.324 0.583
*
```

Summary:
Molar mass: 1130.3 Da
HOMO energy (alpha / beta): -0.943 / -0.940 eV
Expectation value of S²: 8.768
HOMO-LUMO gap (alpha / beta): 0.1631 / 0.1629 Ha
F_max: 2.57 eV Å⁻¹

=====

[2]
The following is a DFT calculation (ωB97M-V/def2-TZVPD) of a molecular structure, C52H49F6N3O5P2RuS2SeSi.

Structure (ORCA input):
```
! RIJCOSX wB97M-V def2-TZVPD def2/J DEFGRID3
* xyz 1 6
Ru -0.432 -0.897 -0.382
C 4.670 -1.258 4.558
C 3.738 -0.344 3.752
C 3.953 1.131 4.152
C 2.285 -0.672 4.037
C 1.833 -0.878 5.335
C 0.492 -1.054 5.622
C -0.444 -0.988 4.608
C -0.026 -0.792 3.299
P -1.221 -0.603 1.930
C -2.600 -1.620 2.563
C -3.848 -1.121 2.919
C -4.831 -1.978 3.379
C -4.588 -3.336 3.487
C -3.342 -3.837 3.144
C -2.355 -2.987 2.686
C -1.831 1.087 2.194
C -1.211 2.016 3.026
C -1.755 3.285 3.158
C -2.905 3.638 2.465
C -3.500 2.728 1.605
C -2.960 1.464 1.457
C 1.338 -0.665 3.016
O 1.660 -0.534 1.693
C 2.984 -0.511 1.340
C 3.246 -0.548 -0.032
C 4.557 -0.480 -0.486
C 5.595 -0.425 0.423
C 5.325 -0.422 1.780
C 4.023 -0.452 2.266
P 1.866 -0.831 -1.205
C 2.354 -2.481 -1.809
C 3.105 -3.355 -1.026
C 3.483 -4.586 -1.533
C 3.121 -4.947 -2.822
C 2.344 -4.095 -3.592
C 1.941 -2.878 -3.080
C 2.341 0.243 -2.604
C 1.851 1.544 -2.598
C 2.099 2.395 -3.657
C 2.837 1.951 -4.741
C 3.364 0.670 -4.734
C 3.134 -0.178 -3.668
H 4.510 -1.132 5.625
H 5.712 -1.025 4.360
H 4.493 -2.300 4.300
H 3.721 1.278 5.204
H 3.306 1.780 3.563
H 4.984 1.426 3.974
H 2.537 -0.894 6.150
H 0.175 -1.217 6.641
H -1.496 -1.090 4.824
H -4.061 -0.067 2.842
H -5.794 -1.579 3.654
H -5.367 -4.000 3.831
H -3.144 -4.894 3.235
H -1.382 -3.379 2.418
H -0.318 1.748 3.575
H -1.287 3.998 3.820
H -3.332 4.620 2.593
H -4.386 2.991 1.047
H -3.411 0.758 0.772
H 4.757 -0.484 -1.546
H 6.617 -0.389 0.082
H 6.149 -0.379 2.471
H 3.384 -3.069 -0.021
H 4.063 -5.264 -0.923
H 3.447 -5.890 -3.230
H 2.063 -4.382 -4.594
H 1.311 -2.222 -3.664
H 1.259 1.887 -1.755
H 1.710 3.402 -3.642
H 3.010 2.599 -5.586
H 3.956 0.323 -5.568
H 3.567 -1.168 -3.674
F -1.718 -2.174 -5.458
C -1.535 -0.859 -5.511
F -0.318 -0.640 -6.014
F -2.426 -0.340 -6.340
S -1.696 -0.054 -3.833
O -0.730 -0.699 -2.968
O -1.459 1.331 -4.090
N -3.182 -0.445 -3.512
S -3.708 -0.041 -2.092
O -4.099 1.318 -1.922
O -2.893 -0.600 -1.029
C -5.290 -1.036 -1.964
F -5.150 -2.246 -2.494
F -6.313 -0.432 -2.548
F -5.585 -1.192 -0.669
C -1.500 4.306 -3.137
N -1.084 4.456 -1.768
C -0.882 3.473 -0.860
Se -1.254 1.648 -1.128
N -0.500 4.056 0.311
C -0.508 5.425 0.171
C -0.233 6.466 1.044
C -0.344 7.753 0.546
C -0.715 8.000 -0.775
C -0.984 6.969 -1.656
C -0.875 5.675 -1.165
H -1.534 3.252 -3.407
H -0.794 4.820 -3.791
H -2.492 4.738 -3.269
H -0.371 3.533 1.167
H 0.047 6.280 2.068
H -0.137 8.588 1.196
H -0.790 9.020 -1.119
H -1.271 7.162 -2.677
C -3.188 -3.787 -0.409
Si -1.454 -3.199 -1.048
C -1.379 -3.946 -2.822
C -0.039 -4.076 0.020
H -3.075 -4.695 0.175
H -3.833 -4.016 -1.253
H -3.702 -3.060 0.210
H -1.272 -5.026 -2.767
H -0.563 -3.562 -3.422
H -2.303 -3.732 -3.350
H -0.509 -4.782 0.697
H 0.588 -3.394 0.604
H 0.610 -4.627 -0.648
*
```

Summary:
Molar mass: 1244.2 Da
HOMO energy (alpha / beta): -8.983 / -9.884 eV
Expectation value of S²: 8.765
HOMO-LUMO gap (alpha / beta): 0.2577 / 0.2041 Ha
F_max: 2.09 eV Å⁻¹